[1]
{"formula": "C2H2ClI", "method": "wB97M-V/def2-TZVPD", "species": ["C", "C", "Cl", "I", "H", "H"], "xyz": [[0.548, 0.319, 0.127], [-0.626, -0.083, -0.326], [1.531, 1.249, -1.209], [-1.549, -1.660, 2.471], [1.060, 0.281, 1.148], [-1.163, -0.341, -1.117]], "energy_ev": -22724.982, "e_homo_ev": -9.36, "orbital_gap_ev": 5.95}

***

[2]
{"formula": "CH3NOS2", "method": "wB97M-V/def2-TZVPD", "species": ["C", "N", "O", "S", "S", "H", "H", "H"], "xyz": [[-1.487, -0.649, 0.465], [-1.611, -1.818, 0.719], [1.771, 1.402, -1.195], [-1.929, 0.748, -0.010], [1.295, 1.413, 0.413], [1.967, 0.249, 0.743], [-0.988, -2.587, 0.595], [0.981, 1.241, -1.730]], "energy_ev": -26291.895, "e_homo_ev": -8.85, "smiles": "N=C=S.OS", "orbital_gap_ev": 9.13}

***

[3]
{"formula": "C17H23F5NO2P2Ti", "method": "wB97M-V/def2-TZVPD", "species": ["Ti", "P", "C", "C", "N", "C", "C", "C", "C", "C", "P", "H", "H", "H", "H", "H", "H", "H", "H", "O", "H", "H", "O", "H", "C", "H", "H", "H", "C", "H", "H", "H", "C", "H", "H", "H", "C", "H", "H", "H", "F", "C", "C", "C", "F", "C", "F", "C", "F", "C", "F"], "xyz": [[0.452, 0.590, -0.402], [2.133, -0.924, 0.497], [2.420, -1.254, -1.300], [1.179, -1.793, -1.933], [0.050, -1.146, -1.542], [-1.165, -1.548, -1.963], [-1.264, -2.579, -2.895], [-0.100, -3.142, -3.413], [1.136, -2.739, -2.931], [-2.384, -0.837, -1.444], [-1.992, 0.779, -0.613], [2.081, -3.146, -3.291], [-2.252, -2.881, -3.217], [-0.162, -3.899, -4.188], [-3.080, -0.643, -2.278], [-2.921, -1.478, -0.717], [2.651, -0.237, -1.768], [3.269, -1.925, -1.375], [-0.862, 5.359, -0.465], [1.514, 1.257, -2.058], [1.444, 0.986, -3.023], [1.646, 2.203, -1.948], [-0.822, 4.407, -0.435], [-0.011, 4.220, 0.054], [-2.798, 1.982, -1.713], [-3.844, 1.705, -1.903], [-2.752, 2.969, -1.240], [-2.260, 2.025, -2.666], [-3.115, 0.790, 0.823], [-2.802, 1.603, 1.493], [-4.156, 0.963, 0.509], [-3.053, -0.155, 1.378], [2.028, -2.586, 1.168], [3.011, -3.071, 1.053], [1.752, -2.535, 2.229], [1.270, -3.167, 0.627], [3.638, -0.220, 1.205], [3.430, 0.037, 2.254], [4.448, -0.965, 1.160], [3.925, 0.697, 0.669], [-0.727, -1.753, 2.471], [-0.323, -0.488, 2.744], [0.372, 0.239, 1.749], [0.608, 1.576, 2.116], [1.208, 2.387, 1.122], [0.189, 2.174, 3.302], [0.380, 3.493, 3.531], [-0.467, 1.395, 4.260], [-0.840, 1.919, 5.444], [-0.713, 0.054, 3.973], [-1.368, -0.698, 4.886]], "energy_ev": -78860.535, "spin_multiplicity": 3, "e_homo_ev": [-9.47, -10.16], "charge": 1, "orbital_gap_ev": [6.34, 7.00]}

***

[4]
{"formula": "C5H15N2", "method": "wB97M-V/def2-TZVPD", "species": ["N", "C", "C", "C", "N", "C", "C", "H", "H", "H", "H", "H", "H", "H", "H", "H", "H", "H", "H", "H", "H", "H"], "xyz": [[-0.486, 0.200, -1.572], [-1.333, -0.531, -0.568], [-1.537, -1.964, -1.058], [-0.574, -0.399, 0.759], [-0.164, 0.970, 0.958], [1.207, 1.097, 1.558], [2.286, 1.085, 0.506], [-0.972, 0.588, -2.380], [-0.023, 1.005, -1.123], [0.276, -0.354, -1.967], [-2.295, -0.035, -0.494], [-0.815, -2.654, -0.617], [-1.487, -2.067, -2.142], [-2.517, -2.339, -0.764], [-1.313, -0.755, 1.493], [0.248, -1.110, 0.840], [-0.764, 1.506, 1.574], [1.198, 2.072, 2.048], [1.334, 0.375, 2.364], [1.976, 1.611, -0.400], [2.573, 0.091, 0.145], [3.181, 1.606, 0.841]], "energy_ev": -8402.111, "e_homo_ev": -13.59, "charge": 1, "smiles": "CCNC[C@H](C)[NH3+]", "orbital_gap_ev": 10.44}

***

[5]
{"formula": "C4H15N2O2", "method": "wB97M-V/def2-TZVPD", "species": ["C", "C", "C", "N", "C", "N", "H", "H", "H", "H", "H", "H", "H", "H", "H", "H", "H", "H", "H", "O", "H", "H", "O"], "xyz": [[-2.831, 0.404, 0.290], [-1.571, -0.425, 0.078], [-0.284, 0.319, 0.458], [2.307, 0.686, -0.847], [1.230, 1.316, -1.243], [0.082, 1.256, -0.635], [-3.243, 0.859, -0.605], [-3.643, -0.205, 0.639], [-2.695, 1.209, 1.005], [-1.403, -0.889, -0.902], [-1.573, -1.349, 0.652], [0.492, -0.395, 0.683], [-0.388, 0.937, 1.345], [3.192, 0.763, -1.318], [2.277, 0.122, -0.013], [1.349, 2.006, -2.057], [-0.705, 1.697, -1.088], [0.329, -0.584, 4.190], [-1.157, -0.490, 3.629], [-0.238, -0.714, 3.430], [1.386, -1.787, -2.823], [1.744, -2.948, -1.935], [1.383, -2.049, -1.893]], "energy_ev": -11460.662, "e_homo_ev": -14.48, "charge": 1, "orbital_gap_ev": 11.63}

***

[6]
{"formula": "C53H48MoN7O4P2S4", "method": "wB97M-V/def2-TZVPD", "species": ["Mo", "O", "C", "O", "C", "C", "C", "C", "C", "C", "P", "C", "C", "C", "C", "C", "C", "C", "C", "C", "C", "C", "C", "H", "H", "H", "H", "H", "H", "H", "H", "H", "H", "H", "H", "H", "H", "C", "C", "N", "O", "C", "C", "N", "O", "H", "H", "H", "H", "H", "H", "H", "S", "N", "C", "C", "C", "C", "C", "C", "N", "C", "C", "C", "C", "N", "C", "C", "H", "H", "H", "H", "H", "H", "H", "H", "H", "C", "C", "C", "C", "N", "C", "S", "N", "C", "H", "H", "H", "H", "H", "H", "H", "H", "S", "P", "S", "C", "C", "C", "C", "C", "C", "C", "C", "C", "C", "C", "C", "H", "H", "H", "H", "H", "H", "H", "H", "H", "H"], "xyz": [[-0.214, 0.868, 1.081], [-0.759, 0.616, 5.167], [-0.090, 0.407, 4.146], [-0.614, 0.411, 2.987], [1.306, -0.121, 4.249], [2.060, 0.142, 5.384], [3.253, -0.523, 5.606], [3.671, -1.498, 4.712], [2.948, -1.736, 3.553], [1.786, -1.018, 3.285], [0.848, -1.229, 1.732], [-0.078, -2.729, 2.231], [0.486, -3.999, 2.123], [-0.206, -5.103, 2.584], [-1.456, -4.954, 3.165], [-2.018, -3.695, 3.281], [-1.335, -2.586, 2.813], [1.999, -1.858, 0.475], [3.324, -1.435, 0.399], [4.095, -1.758, -0.704], [3.557, -2.495, -1.745], [2.239, -2.921, -1.678], [1.463, -2.601, -0.579], [1.688, 0.872, 6.086], [3.829, -0.309, 6.497], [4.565, -2.074, 4.912], [3.282, -2.493, 2.855], [1.462, -4.123, 1.673], [0.237, -6.085, 2.494], [-1.987, -5.823, 3.528], [-2.992, -3.571, 3.731], [-1.783, -1.605, 2.893], [3.756, -0.840, 1.192], [5.117, -1.412, -0.751], [4.161, -2.736, -2.609], [1.805, -3.488, -2.488], [0.431, -2.926, -0.537], [-1.071, 4.758, -0.587], [-0.530, 3.616, 0.212], [-0.842, 2.375, -0.109], [-1.640, 2.248, -1.240], [0.255, 3.710, 1.367], [0.836, 4.969, 1.938], [0.465, 2.523, 1.938], [1.214, 2.395, 2.962], [-0.905, 4.591, -1.651], [-0.636, 5.705, -0.286], [-2.150, 4.797, -0.432], [-1.975, 1.326, -1.204], [0.082, 5.506, 2.513], [1.229, 5.625, 1.162], [1.645, 4.689, 2.612], [-2.827, -1.694, 0.372], [5.017, 1.901, -3.884], [6.319, 2.228, -4.150], [7.040, 2.388, -5.319], [8.377, 2.722, -5.201], [8.981, 2.895, -3.956], [8.272, 2.741, -2.783], [6.923, 2.408, -2.877], [6.001, 2.200, -1.900], [4.872, 1.894, -2.511], [3.666, 1.594, -1.801], [2.462, 1.128, -2.354], [1.392, 0.858, -1.537], [1.402, 1.014, -0.198], [2.571, 1.432, 0.337], [3.676, 1.741, -0.399], [4.295, 1.704, -4.555], [6.582, 2.264, -6.289], [8.974, 2.852, -6.093], [10.028, 3.158, -3.910], [8.733, 2.881, -1.818], [2.344, 0.948, -3.411], [0.477, 0.469, -1.970], [2.601, 1.516, 1.417], [4.581, 2.079, 0.078], [-3.352, -1.046, 5.857], [-3.876, -0.625, 4.526], [-4.925, -1.226, 3.876], [-5.281, -0.733, 2.596], [-4.674, 0.294, 2.069], [-3.637, 0.862, 2.687], [-2.846, 2.153, 1.992], [-3.255, 0.411, 3.932], [-6.326, -1.388, 1.758], [-3.939, -1.858, 6.282], [-3.351, -0.201, 6.545], [-2.313, -1.360, 5.750], [-5.442, -2.065, 4.315], [-2.383, 0.770, 4.369], [-7.154, -1.760, 2.355], [-5.860, -2.221, 1.230], [-6.678, -0.680, 1.014], [-0.493, -0.615, -4.424], [-1.968, -0.245, -3.162], [-1.309, -0.781, -0.464], [-2.986, -1.764, -2.999], [-4.349, -1.737, -2.723], [-5.034, -2.918, -2.512], [-4.367, -4.130, -2.545], [-3.005, -4.158, -2.791], [-2.316, -2.983, -3.009], [-3.211, 0.844, -3.974], [-3.202, 1.025, -5.349], [-4.196, 1.772, -5.951], [-5.193, 2.351, -5.181], [-5.174, 2.209, -3.803], [-4.178, 1.472, -3.194], [-4.879, -0.797, -2.676], [-6.096, -2.888, -2.308], [-4.910, -5.049, -2.380], [-2.483, -5.105, -2.806], [-1.250, -2.998, -3.197], [-2.417, 0.566, -5.934], [-4.200, 1.898, -7.024], [-5.981, 2.916, -5.658], [-5.938, 2.680, -3.201], [-4.148, 1.379, -2.116]], "energy_ev": -138137.603, "e_homo_ev": [-3.56, -3.57], "charge": -1, "orbital_gap_ev": [4.73, 4.73]}